Arrangement 1

The following is a quantum chemistry calculation of 2 unconnected molecules or ions with the total composition C3HCl3NP, from OMol25.

Last column: natural (NBO) charge in e.
CARTESIAN COORDINATES (ANGSTROEM)
C  0.483  0.666  -0.261  -0.337
C  0.414  -0.320  0.672  -0.057
C  -0.747  0.534  -1.062  0.179
N  -1.596  -0.421  -0.677  -0.706
P  -1.152  -1.217  0.774  0.821
Cl  1.644  1.832  -0.413  0.120
Cl  2.508  -0.422  2.983  -0.121
Cl  -1.064  1.600  -2.295  0.118
H  -0.491  -2.252  0.279  -0.017

## Properties
E_LUMO (alpha / beta) (eV): -1.95 / -3.55
E_HOMO (alpha / beta) (eV): -10.114 / -10.068


Arrangement 2

The following is a quantum chemistry calculation of a molecular structure, C3HCl3NP, from OMol25.

Last column: natural (NBO) charge in e.
CARTESIAN COORDINATES (ANGSTROEM)
C  2.536  0.234  0.059  -0.292
C  1.676  -0.744  0.314  0.027
C  1.862  1.455  0.466  0.167
N  0.613  1.466  0.841  -0.630
P  0.102  -0.172  0.928  0.809
Cl  4.154  0.054  -0.484  0.117
Cl  2.480  -3.449  0.139  -0.274
Cl  2.566  2.956  0.130  0.085
H  -0.357  0.042  -0.295  -0.008

## Properties
E_LUMO (alpha / beta) (eV): -3.58 / -3.58
E_HOMO (alpha / beta) (eV): -10.753 / -10.753


Unit: eV. Relative energies: arrangement 1 0.144; arrangement 2 0.000.


Arrangement 1

The following is a quantum chemistry calculation of 14 unconnected molecules or ions with the total composition C28H84O14, from OMol25.

Last column: Löwdin charge in e.
CARTESIAN COORDINATES (ANGSTROEM)
C  -13.767  14.634  7.215  -0.090
C  -13.338  16.022  6.799  -0.317
O  -13.401  16.046  5.385  -0.078
H  -13.662  14.401  8.283  0.080
H  -13.214  13.873  6.667  0.058
H  -14.809  14.524  6.898  0.079
H  -12.376  16.333  7.264  0.121
H  -14.076  16.725  7.171  0.107
H  -13.080  16.875  5.081  0.013
C  -13.318  12.674  3.657  -0.065
C  -12.479  13.681  2.815  -0.237
O  -11.426  14.471  3.450  -0.118
H  -14.054  12.277  2.981  0.067
H  -13.881  13.137  4.473  0.057
H  -12.774  11.872  4.110  0.065
H  -13.123  14.411  2.216  0.130
H  -11.832  13.072  2.170  0.111
H  -11.815  14.842  4.253  0.067
C  -4.407  20.854  6.101  -0.081
C  -5.905  20.684  6.291  -0.290
O  -6.242  19.406  6.876  -0.088
H  -3.959  20.698  7.135  0.106
H  -4.148  21.909  5.760  0.094
H  -4.143  20.170  5.354  0.022
H  -6.392  20.733  5.317  0.076
H  -6.308  21.456  6.923  0.086
H  -5.640  18.734  6.597  0.010
C  -16.918  20.040  3.068  -0.069
C  -15.912  19.165  3.861  -0.254
O  -14.682  19.920  3.995  -0.134
H  -16.511  20.381  2.120  0.070
H  -17.006  20.896  3.641  0.043
H  -17.867  19.539  2.897  0.074
H  -15.678  18.193  3.329  0.125
H  -16.263  18.948  4.902  0.118
H  -13.917  19.349  4.097  0.025
C  -4.579  16.263  7.247  -0.063
C  -4.110  16.488  5.770  -0.236
O  -4.212  17.908  5.349  -0.135
H  -4.022  15.399  7.702  0.086
H  -5.660  16.150  7.314  0.057
H  -4.246  17.120  7.799  0.059
H  -4.757  15.901  5.117  0.093
H  -3.126  16.181  5.530  0.087
H  -4.774  17.863  4.553  0.045
C  -5.966  21.659  2.195  -0.046
C  -7.382  21.651  2.879  -0.259
O  -8.418  21.634  1.851  -0.111
H  -6.169  21.226  1.281  0.041
H  -5.241  21.088  2.777  0.067
H  -5.669  22.676  2.054  0.054
H  -7.606  22.391  3.677  0.102
H  -7.498  20.625  3.326  0.082
H  -8.897  22.470  1.914  0.033
C  -8.237  16.911  5.183  -0.059
C  -7.657  17.856  4.188  -0.275
O  -6.339  17.460  3.702  -0.105
H  -8.791  16.031  4.807  0.086
H  -8.991  17.541  5.679  0.068
H  -7.623  16.693  6.034  0.059
H  -7.417  18.829  4.670  0.092
H  -8.343  18.055  3.337  0.109
H  -6.474  16.678  3.146  0.099
C  -7.887  25.427  1.121  -0.077
C  -9.438  25.487  1.375  -0.283
O  -9.982  24.401  2.125  -0.094
H  -7.266  25.387  2.035  0.067
H  -7.633  26.254  0.477  0.057
H  -7.652  24.489  0.542  0.081
H  -9.952  25.596  0.456  0.088
H  -9.667  26.471  1.911  0.128
H  -10.007  24.619  3.061  0.044
C  -7.536  24.910  6.355  -0.071
C  -8.685  24.589  5.458  -0.306
O  -9.299  23.398  5.968  -0.109
H  -6.840  24.094  6.351  0.064
H  -7.865  25.024  7.340  0.052
H  -6.993  25.801  6.024  0.089
H  -8.355  24.399  4.432  0.086
H  -9.345  25.500  5.417  0.130
H  -10.172  23.291  5.517  0.056
C  -9.132  23.057  10.071  -0.081
C  -8.886  21.956  9.024  -0.317
O  -9.895  21.701  8.073  -0.103
H  -10.127  23.018  10.486  0.063
H  -8.871  24.063  9.698  0.063
H  -8.436  22.883  10.912  0.073
H  -8.681  21.012  9.537  0.112
H  -8.017  22.256  8.402  0.098
H  -9.810  22.432  7.443  0.025
C  -12.994  23.234  6.545  -0.047
C  -12.486  24.212  5.458  -0.289
O  -11.716  23.572  4.486  -0.142
H  -13.710  23.655  7.229  0.067
H  -12.181  22.895  7.129  0.039
H  -13.494  22.350  6.095  0.081
H  -11.760  24.871  5.973  0.107
H  -13.255  24.813  4.955  0.117
H  -12.141  22.784  4.071  0.047
C  -11.665  17.051  0.403  -0.073
C  -10.550  17.223  1.451  -0.286
O  -11.156  16.940  2.701  -0.133
H  -12.412  17.848  0.529  0.063
H  -12.171  16.098  0.569  0.061
H  -11.211  17.120  -0.599  0.078
H  -10.167  18.194  1.470  0.080
H  -9.712  16.475  1.188  0.138
H  -11.215  15.979  2.902  0.029
C  -12.235  20.996  1.271  -0.075
C  -13.133  22.170  1.625  -0.238
O  -13.378  22.213  3.082  -0.148
H  -12.771  20.069  1.551  0.063
H  -11.324  21.034  1.872  0.062
H  -11.955  20.897  0.190  0.093
H  -14.170  22.143  1.215  0.118
H  -12.665  23.122  1.418  0.100
H  -13.877  21.375  3.320  0.067
C  -10.629  20.169  4.948  -0.037
C  -11.622  19.201  5.585  -0.203
O  -12.459  18.540  4.584  -0.145
H  -10.069  20.509  5.791  0.062
H  -11.053  21.029  4.552  0.033
H  -9.921  19.692  4.268  0.075
H  -12.282  19.699  6.317  0.132
H  -11.020  18.386  6.012  0.099
H  -11.845  18.117  3.954  0.059

## Properties
E_LUMO (eV): 0.60
E_HOMO (eV): -9.521


Arrangement 2

The following is a quantum chemistry calculation of 14 unconnected molecules or ions with the total composition C28H84O14, from OMol25.

Last column: Löwdin charge in e.
CARTESIAN COORDINATES (ANGSTROEM)
C  22.445  -26.617  18.449  -0.070
C  22.381  -25.209  19.053  -0.314
O  22.348  -24.356  17.905  -0.107
H  21.679  -26.911  17.739  0.073
H  22.393  -27.317  19.294  0.067
H  23.424  -26.683  17.975  0.069
H  23.199  -24.841  19.683  0.079
H  21.493  -25.047  19.679  0.084
H  22.986  -23.634  18.012  0.027
C  25.263  -19.616  25.160  -0.067
C  25.482  -18.622  24.039  -0.285
O  25.715  -19.298  22.791  -0.113
H  26.177  -20.154  25.411  0.061
H  24.490  -20.349  24.927  0.067
H  24.958  -19.099  26.072  0.079
H  26.185  -17.823  24.278  0.120
H  24.516  -18.130  23.887  0.077
H  25.945  -18.599  22.139  0.044
C  22.852  -22.202  21.716  -0.049
C  23.123  -20.797  21.285  -0.269
O  22.364  -19.827  22.029  -0.093
H  23.083  -22.428  22.756  0.084
H  23.465  -22.816  21.051  0.072
H  21.811  -22.475  21.541  0.056
H  22.934  -20.608  20.224  0.112
H  24.167  -20.561  21.490  0.066
H  22.662  -18.933  21.847  0.050
C  25.974  -23.934  19.016  -0.072
C  25.830  -22.782  18.033  -0.264
O  24.453  -22.399  17.935  -0.099
H  25.794  -23.712  20.071  0.045
H  26.948  -24.427  19.038  0.082
H  25.254  -24.724  18.787  0.064
H  26.261  -23.049  17.068  0.118
H  26.401  -21.939  18.431  0.090
H  24.337  -22.058  17.041  0.087
C  27.742  -22.174  23.610  -0.066
C  27.455  -22.242  22.111  -0.260
O  26.025  -22.329  21.922  -0.143
H  27.265  -22.940  24.221  0.076
H  27.647  -21.167  24.000  0.054
H  28.778  -22.517  23.757  0.075
H  27.870  -23.146  21.658  0.107
H  27.829  -21.410  21.510  0.112
H  25.738  -21.427  22.141  0.043
C  20.104  -15.875  20.370  -0.073
C  21.020  -16.821  19.590  -0.280
O  20.488  -17.163  18.323  -0.082
H  19.681  -15.024  19.836  0.082
H  20.627  -15.431  21.219  0.058
H  19.315  -16.521  20.761  0.078
H  21.145  -17.696  20.233  0.100
H  21.996  -16.359  19.438  0.111
H  19.540  -16.994  18.284  0.106
C  21.927  -20.232  16.973  -0.085
C  20.567  -19.910  16.365  -0.316
O  20.438  -18.534  16.034  -0.104
H  22.116  -19.681  17.896  0.059
H  22.707  -19.902  16.281  0.077
H  22.037  -21.308  17.120  0.061
H  19.767  -20.177  17.064  0.108
H  20.407  -20.484  15.453  0.110
H  20.503  -18.029  16.872  0.021
C  22.112  -22.517  25.897  -0.080
C  22.995  -23.750  25.955  -0.300
O  22.699  -24.797  25.023  -0.103
H  22.425  -21.748  25.191  0.047
H  22.233  -22.027  26.869  0.070
H  21.052  -22.735  25.768  0.077
H  23.113  -24.154  26.961  0.105
H  23.982  -23.451  25.580  0.099
H  23.504  -25.028  24.544  0.031
C  23.540  -15.775  22.863  -0.094
C  24.507  -14.686  22.520  -0.252
O  24.964  -14.958  21.165  -0.100
H  22.521  -15.503  22.581  0.054
H  23.601  -16.067  23.910  0.078
H  23.659  -16.702  22.296  0.063
H  25.325  -14.690  23.245  0.111
H  24.092  -13.678  22.518  0.116
H  24.807  -14.189  20.611  0.088
C  20.612  -17.597  23.886  -0.085
C  19.859  -16.330  24.157  -0.319
O  20.749  -15.364  24.688  -0.076
H  21.259  -17.972  24.682  0.092
H  21.403  -17.526  23.125  0.039
H  20.015  -18.418  23.485  0.072
H  19.172  -16.627  24.963  0.114
H  19.233  -15.983  23.331  0.101
H  20.230  -14.652  25.073  0.085
C  24.227  -26.626  22.196  -0.075
C  25.427  -25.836  22.665  -0.282
O  25.011  -24.637  23.323  -0.113
H  24.676  -27.312  21.460  0.080
H  23.553  -26.074  21.540  0.046
H  23.754  -27.202  22.985  0.082
H  26.171  -25.611  21.899  0.109
H  25.864  -26.443  23.464  0.114
H  25.107  -23.860  22.756  0.041
C  20.434  -24.862  22.209  -0.085
C  19.727  -25.896  23.101  -0.304
O  18.352  -25.562  23.096  -0.081
H  19.869  -24.568  21.326  0.073
H  21.424  -25.135  21.833  0.043
H  20.690  -24.032  22.871  0.059
H  20.174  -25.840  24.096  0.102
H  19.889  -26.884  22.655  0.105
H  17.887  -26.207  23.637  0.079
C  25.985  -19.327  19.402  -0.070
C  25.838  -17.836  19.654  -0.275
O  26.502  -17.449  20.861  -0.102
H  25.244  -19.749  18.728  0.070
H  26.054  -19.936  20.304  0.051
H  26.974  -19.463  18.952  0.081
H  24.779  -17.582  19.767  0.103
H  26.321  -17.271  18.854  0.117
H  26.330  -16.501  20.971  0.066
C  17.782  -21.291  21.916  -0.071
C  19.311  -21.183  21.869  -0.352
O  19.869  -21.206  23.158  -0.085
H  17.290  -20.469  22.427  0.068
H  17.544  -22.283  22.296  0.073
H  17.521  -21.275  20.853  0.072
H  19.610  -20.217  21.438  0.099
H  19.661  -21.935  21.151  0.096
H  20.640  -20.627  23.127  0.038

## Properties
E_LUMO (eV): 0.17
E_HOMO (eV): -9.443


Unit: eV. Relative energies: arrangement 1 0.000; arrangement 2 0.732.